Record 1
The molecule F3NS at a distorted geometry. Source: OMol25; level of theory: ωB97M-V/def2-TZVPD.

Atoms and positions in Å:
1 N 0.573 -0.657 0.041
2 F 0.272 -1.895 0.581
3 F 0.031 1.639 0.722
4 F -0.670 1.002 -1.455
5 S -0.694 0.298 0.101

Output
- HOMO-LUMO gap: 10.29 eV
- Energy relative to the best compared isomer or geometry (same formula, charge and spin): 0.0 kcal per mole

Record 2
A structure of composition C34H55BrN3OP2Pd at a distorted geometry. Source: OMol25; level of theory: ωB97M-V/def2-TZVPD.

Atoms and positions in Å:
1 C 0.423 2.713 0.073
2 C 1.167 1.384 -1.758
3 C 1.183 3.797 -0.363
4 C 2.139 2.385 -2.048
5 C 2.105 3.598 -1.389
6 H 1.027 4.745 0.138
7 H 2.851 2.175 -2.841
8 H 2.778 4.410 -1.646
9 N 0.409 1.563 -0.609
10 P -0.589 1.235 2.284
11 P -0.356 -0.924 -2.259
12 C -0.447 2.820 1.326
13 H -0.037 3.592 1.991
14 H -1.478 3.124 1.066
15 C -1.317 -1.351 1.292
16 O -1.705 -2.134 2.050
17 C 0.968 0.231 -2.566
18 H 1.558 0.188 -3.485
19 C 0.077 -2.839 -2.186
20 C -1.329 -0.531 -3.874
21 C 0.987 1.160 3.354
22 C -2.064 1.577 3.411
23 C -0.118 -3.397 -0.766
24 H -1.163 -3.341 -0.443
25 H 0.157 -4.465 -0.778
26 H 0.527 -2.900 -0.030
27 C -0.816 -3.686 -3.108
28 H -1.874 -3.596 -2.832
29 H -0.697 -3.447 -4.171
30 H -0.549 -4.750 -2.979
31 C 1.547 -3.028 -2.544
32 H 1.772 -4.107 -2.550
33 H 1.823 -2.617 -3.521
34 H 2.187 -2.572 -1.782
35 C -2.694 -1.231 -3.868
36 H -3.159 -1.207 -2.875
37 H -3.356 -0.697 -4.566
38 H -2.630 -2.273 -4.199
39 C -1.607 0.977 -3.958
40 H -2.132 1.330 -3.064
41 H -0.692 1.564 -4.089
42 H -2.253 1.172 -4.827
43 C -0.525 -0.946 -5.126
44 H 0.555 -0.802 -5.012
45 H -0.703 -1.988 -5.427
46 H -0.857 -0.312 -5.964
47 C -2.137 0.513 4.519
48 H -3.092 0.641 5.051
49 H -2.118 -0.507 4.114
50 H -1.344 0.611 5.268
51 C -3.361 1.508 2.593
52 H -3.391 2.279 1.815
53 H -3.511 0.531 2.124
54 H -4.204 1.692 3.278
55 C -2.012 2.980 4.039
56 H -1.876 3.763 3.284
57 H -2.977 3.157 4.536
58 H -1.233 3.085 4.798
59 C 2.195 1.462 2.457
60 H 2.231 2.523 2.174
61 H 3.114 1.238 3.020
62 H 2.195 0.849 1.548
63 C 1.113 -0.258 3.929
64 H 1.080 -1.024 3.145
65 H 2.098 -0.347 4.413
66 H 0.347 -0.494 4.678
67 C 0.998 2.158 4.523
68 H 0.829 3.193 4.198
69 H 0.291 1.897 5.320
70 H 2.001 2.127 4.977
71 Pd -0.750 -0.032 0.086
72 N 2.303 -2.057 1.762
73 C 3.356 -1.888 1.287
74 C 4.649 -1.649 0.565
75 C 4.335 -1.311 -0.889
76 C 5.476 -0.519 1.192
77 C 5.474 -2.922 0.640
78 H 3.945 -2.199 -1.390
79 H 3.586 -0.513 -0.956
80 H 5.239 -1.009 -1.439
81 H 5.627 -0.722 2.256
82 H 6.475 -0.480 0.731
83 H 5.015 0.468 1.066
84 H 6.400 -2.776 0.073
85 H 5.700 -3.144 1.689
86 H 4.930 -3.770 0.217
87 Br -6.371 -2.125 -0.752
88 C -5.203 -0.618 -0.809
89 C -5.651 0.624 -1.249
90 C -4.732 1.672 -1.305
91 C -3.402 1.437 -0.932
92 N -2.995 0.236 -0.494
93 C -3.864 -0.786 -0.415
94 H -6.690 0.745 -1.542
95 H -5.008 2.672 -1.631
96 H -2.659 2.239 -0.980
97 H -3.513 -1.751 -0.064

Output
- HOMO-LUMO gap (alpha / beta): 6.46 / 5.83 eV
- Multiplicity: 3
- Total charge: +1

Record 3
A structure of composition C33H41AsBrIrNOSSb at a distorted geometry. Source: OMol25; level of theory: ωB97M-V/def2-TZVPD.

Atoms and positions in Å:
1 Ir -0.199 0.101 -1.239
2 S -0.218 1.315 -3.349
3 C -1.642 2.352 -3.259
4 C -2.346 2.741 -4.400
5 C -3.454 3.566 -4.299
6 C -3.889 4.022 -3.062
7 C -3.202 3.643 -1.918
8 C -2.088 2.824 -2.015
9 As -1.102 2.145 -0.486
10 C -2.483 2.070 0.873
11 C -3.000 0.816 1.182
12 C -3.995 0.689 2.139
13 C -4.471 1.813 2.799
14 C -3.965 3.067 2.487
15 C -2.973 3.197 1.525
16 C 0.015 3.657 0.003
17 C 0.201 4.078 1.316
18 C 1.090 5.107 1.599
19 C 1.805 5.708 0.573
20 C 1.636 5.275 -0.736
21 C 0.749 4.251 -1.023
22 H -2.014 2.383 -5.366
23 H -3.989 3.851 -5.196
24 H -4.761 4.658 -2.987
25 H -3.549 3.982 -0.949
26 H -2.607 -0.054 0.662
27 H -4.392 -0.289 2.377
28 H -5.237 1.714 3.556
29 H -4.345 3.947 2.990
30 H -2.587 4.180 1.285
31 H -0.346 3.610 2.126
32 H 1.221 5.438 2.621
33 H 2.496 6.510 0.793
34 H 2.200 5.735 -1.537
35 H 0.630 3.902 -2.042
36 C -3.561 -1.955 -5.000
37 C -2.337 -2.254 -4.186
38 C -1.520 -3.353 -4.437
39 C -0.372 -3.546 -3.689
40 C -0.076 -2.630 -2.698
41 Br 1.509 -2.801 -1.706
42 N -0.849 -1.576 -2.419
43 C -1.954 -1.400 -3.170
44 H -3.951 -2.858 -5.467
45 H -3.327 -1.241 -5.791
46 H -4.347 -1.517 -4.385
47 H -1.771 -4.048 -5.228
48 H 0.291 -4.379 -3.867
49 H -2.537 -0.520 -2.931
50 C 2.547 -2.889 4.954
51 C 3.577 -2.932 3.831
52 Sb 2.646 -3.206 1.896
53 C 2.240 -5.312 2.188
54 C 0.761 -5.617 2.391
55 C 4.502 -3.564 0.844
56 C 5.171 -2.298 0.332
57 H 3.011 -2.697 5.924
58 H 2.010 -3.837 5.034
59 H 1.803 -2.108 4.786
60 H 4.284 -3.751 3.977
61 H 4.154 -2.005 3.801
62 H 2.831 -5.644 3.044
63 H 2.622 -5.830 1.306
64 H 0.337 -5.031 3.209
65 H 0.594 -6.671 2.623
66 H 0.185 -5.379 1.495
67 H 4.257 -4.229 0.013
68 H 5.162 -4.115 1.517
69 H 4.524 -1.764 -0.366
70 H 6.108 -2.519 -0.183
71 H 5.406 -1.614 1.150
72 C 2.973 0.699 1.129
73 O 2.115 0.103 0.169
74 C 0.777 0.016 0.404
75 C 0.412 0.368 1.821
76 H 2.688 1.738 1.318
77 H 3.967 0.675 0.690
78 H 2.981 0.142 2.070
79 H 0.955 -0.272 2.520
80 H -0.649 0.212 1.982
81 H 0.667 1.406 2.064

Output
- HOMO-LUMO gap: 6.83 eV
- Energy relative to the best compared isomer or geometry (same formula, charge and spin): 16.6 kcal per mole

Record 4
A structure of composition C14H31Cl2FeN2P at a distorted geometry. Source: OMol25; level of theory: ωB97M-V/def2-TZVPD.

Atoms and positions in Å:
1 Fe -0.017 -0.086 2.141
2 Cl 1.993 -0.600 1.662
3 Cl -1.543 -0.089 0.583
4 H 0.022 1.661 1.919
5 H 0.540 1.515 2.515
6 P 0.266 0.132 -2.047
7 C 1.962 -0.424 -2.720
8 C -0.875 -0.725 -3.305
9 C 0.286 1.889 -2.814
10 C 2.567 -1.548 -1.885
11 H 2.587 0.481 -2.575
12 C 1.967 -0.844 -4.197
13 H 1.408 -1.780 -4.336
14 H 3.006 -1.046 -4.503
15 H 1.581 -0.064 -4.863
16 H 2.550 -1.297 -0.820
17 H 3.608 -1.711 -2.201
18 H 2.035 -2.492 -2.065
19 H 1.271 2.277 -2.486
20 C -0.795 2.798 -2.223
21 C 0.213 1.920 -4.345
22 H 1.154 1.578 -4.784
23 H 0.060 2.952 -4.697
24 H -0.637 1.337 -4.725
25 H -0.753 2.821 -1.128
26 H -1.797 2.492 -2.559
27 H -0.641 3.816 -2.614
28 C -0.874 -2.242 -3.138
29 H -0.462 -0.550 -4.310
30 C -2.277 -0.105 -3.335
31 H 0.121 -2.654 -3.386
32 H -1.588 -2.677 -3.865
33 H -1.175 -2.500 -2.117
34 H -2.683 -0.032 -2.315
35 H -2.927 -0.740 -3.970
36 H -2.241 0.886 -3.827
37 C 0.980 -1.516 7.448
38 C 0.227 -0.914 6.336
39 C -0.858 -0.060 6.448
40 C -1.220 0.321 5.157
41 N -0.413 -0.313 4.255
42 N 0.450 -1.090 5.022
43 C -2.366 1.221 4.885
44 H 1.192 -0.721 8.174
45 H 0.340 -2.257 7.935
46 H 1.920 -1.989 7.169
47 H -1.329 0.251 7.362
48 H 1.183 -1.662 4.609
49 H -3.308 0.683 5.071
50 H -2.317 2.065 5.589
51 H -2.393 1.635 3.873

Output
- HOMO-LUMO gap (alpha / beta): 2.06 / 8.26 eV
- Multiplicity: 6
- Total charge: -1

Record 5
A structure of composition C15H30FHfO5 at a distorted geometry. Source: OMol25; level of theory: ωB97M-V/def2-TZVPD.

Atoms and positions in Å:
1 Hf 1.424 1.382 0.433
2 F -0.006 -0.066 -0.214
3 C -2.373 -1.066 -2.770
4 C -1.011 -1.360 -3.374
5 O -0.612 -2.487 -3.517
6 C -0.094 -0.224 -3.768
7 H -3.028 -1.868 -3.110
8 H -2.864 -0.149 -3.098
9 H -2.277 -1.050 -1.683
10 H 0.719 -0.079 -3.050
11 H -0.615 0.732 -3.843
12 H 0.412 -0.465 -4.702
13 C -2.535 2.325 2.441
14 C -1.476 1.252 2.370
15 O -0.318 1.468 1.990
16 C -1.962 -0.135 2.604
17 H -2.118 3.279 2.121
18 H -2.756 2.376 3.511
19 H -3.354 2.041 1.784
20 H -1.877 -0.461 3.649
21 H -1.405 -0.906 2.072
22 H -3.008 -0.355 2.385
23 C 3.327 -1.524 -2.358
24 C 3.254 -1.370 -0.888
25 O 2.738 -0.346 -0.378
26 C 3.703 -2.513 -0.055
27 H 3.650 -2.523 -2.637
28 H 4.130 -0.843 -2.671
29 H 2.371 -1.245 -2.798
30 H 3.025 -3.369 -0.084
31 H 3.758 -2.203 0.988
32 H 4.677 -2.837 -0.427
33 C -1.310 4.735 -0.917
34 C -1.341 3.232 -0.842
35 O -0.404 2.664 -0.232
36 C -2.392 2.472 -1.564
37 H -0.896 4.946 -1.908
38 H -0.598 5.079 -0.170
39 H -2.315 5.131 -0.791
40 H -2.334 2.571 -2.650
41 H -3.344 2.909 -1.250
42 H -2.390 1.419 -1.288
43 C 1.921 -1.591 4.097
44 C 1.440 -1.520 2.679
45 O 1.499 -0.524 1.954
46 C 0.770 -2.762 2.175
47 H 2.403 -2.524 4.376
48 H 1.196 -1.356 4.881
49 H 2.638 -0.774 4.232
50 H 1.127 -3.614 2.762
51 H 1.141 -3.110 1.210
52 H -0.308 -2.794 2.320

Output
- HOMO-LUMO gap: 3.78 eV
- Energy relative to the best compared isomer or geometry (same formula, charge and spin): 0.0 kcal per mole
- Total charge: +3

Record 6
The molecule C26H30N2O4S. Source: OMol25; level of theory: ωB97M-V/def2-TZVPD.

Atoms and positions in Å:
1 C 5.288 1.587 0.258
2 C 4.408 1.008 1.354
3 O 4.316 1.961 2.402
4 C 3.844 1.460 3.624
5 C 2.403 0.936 3.578
6 C 1.445 1.977 2.991
7 N 0.262 1.345 2.445
8 C 0.205 0.992 1.147
9 O 0.971 1.401 0.298
10 C -0.956 0.048 0.787
11 C -2.185 0.793 0.343
12 C -3.438 0.232 0.564
13 C -4.580 0.866 0.120
14 C -4.505 2.087 -0.542
15 C -5.752 2.761 -1.026
16 C -3.256 2.662 -0.726
17 C -2.107 2.026 -0.290
18 N -0.449 -0.883 -0.230
19 C -0.638 -0.526 -1.621
20 C -2.039 -0.742 -2.094
21 C -2.784 0.070 -2.891
22 C -4.077 -0.438 -3.150
23 C -4.298 -1.630 -2.545
24 S -2.928 -2.164 -1.656
25 C 0.573 -1.652 0.221
26 O 0.971 -1.521 1.386
27 C 1.206 -2.641 -0.676
28 C 0.495 -3.376 -1.625
29 C 1.138 -4.274 -2.452
30 C 2.511 -4.447 -2.346
31 C 3.226 -3.767 -1.383
32 C 2.583 -2.887 -0.512
33 O 3.307 -2.299 0.452
34 H 5.376 0.874 -0.556
35 H 6.277 1.811 0.650
36 H 4.848 2.506 -0.117
37 H 3.413 0.791 0.945
38 H 4.842 0.073 1.737
39 H 4.502 0.654 3.986
40 H 3.911 2.305 4.315
41 H 2.360 0.042 2.954
42 H 2.101 0.654 4.589
43 H 1.940 2.494 2.165
44 H 1.146 2.711 3.744
45 H -0.320 0.848 3.102
46 H -1.202 -0.566 1.662
47 H -3.514 -0.720 1.070
48 H -5.545 0.408 0.283
49 H -6.383 2.054 -1.562
50 H -6.325 3.143 -0.181
51 H -5.516 3.593 -1.684
52 H -3.177 3.618 -1.224
53 H -1.146 2.491 -0.450
54 H -0.383 0.533 -1.748
55 H 0.063 -1.110 -2.223
56 H -2.425 1.007 -3.276
57 H -4.805 0.070 -3.756
58 H -5.179 -2.240 -2.564
59 H -0.577 -3.265 -1.686
60 H 0.572 -4.838 -3.176
61 H 3.021 -5.134 -3.004
62 H 4.287 -3.916 -1.261
63 H 2.679 -1.854 1.061

Output
- SMILES: CCOCCCNC(=O)[C@@H](c1ccc(C)cc1)N(Cc1cccs1)C(=O)c1ccccc1O
- HOMO-LUMO gap: 9.11 eV
- Energy relative to the best compared isomer or geometry (same formula, charge and spin): 0.0 kcal per mole

Record 7
A cluster of 2 separate species, CHIOS2 in total. Source: OMol25; level of theory: ωB97M-V/def2-TZVPD.

Atoms and positions in Å:
1 C 1.469 2.581 0.187
2 O 0.498 2.238 -0.271
3 S -1.067 -2.055 0.395
4 S 0.555 -1.583 -0.706
5 I -2.698 -0.297 0.179
6 H 1.242 -0.884 0.217

Output
- HOMO-LUMO gap: 8.20 eV
- Energy relative to the best compared isomer or geometry (same formula, charge and spin): 0.5 kcal per mole

Record 8
A cluster of 7 separate species, C25H44IN8O2 in total at a distorted geometry. Source: OMol25; level of theory: ωB97M-V/def2-TZVPD.

Atoms and positions in Å:
1 C -2.971 0.486 -1.971
2 C -2.475 1.354 -0.700
3 C -1.028 1.912 -1.041
4 C -1.183 3.474 -1.365
5 C 0.118 1.565 0.000
6 C 1.183 2.681 0.403
7 I 0.474 4.348 1.670
8 N 2.079 1.971 1.385
9 C 1.318 1.102 1.999
10 C -0.209 1.068 1.467
11 O -0.653 -0.304 1.579
12 C -0.587 -0.769 2.941
13 C -1.565 -2.016 3.220
14 N -0.700 -3.226 3.051
15 C -1.142 -4.368 3.895
16 C -0.571 -5.692 3.204
17 C 0.022 -6.754 4.234
18 O -1.614 -6.255 2.363
19 H -4.040 0.149 -1.880
20 H -2.854 1.143 -2.895
21 H -2.231 -0.362 -2.111
22 H -2.539 0.657 0.181
23 H -3.206 2.225 -0.643
24 H -0.720 1.440 -2.033
25 H -0.166 3.947 -1.582
26 H -1.847 3.654 -2.267
27 H -1.602 4.033 -0.472
28 H 0.609 0.635 -0.448
29 H 1.729 3.101 -0.499
30 H 3.075 2.141 1.556
31 H 1.814 0.475 2.786
32 H -0.956 1.656 2.091
33 H 0.445 -1.155 3.243
34 H -0.806 0.073 3.688
35 H -1.812 -1.971 4.326
36 H -2.471 -2.016 2.549
37 H -0.759 -3.563 2.080
38 H -2.280 -4.464 3.914
39 H -0.812 -4.296 4.977
40 H 0.288 -5.344 2.547
41 H -0.392 -6.630 5.287
42 H 1.151 -6.630 4.230
43 H -0.231 -7.819 3.933
44 H -1.217 -6.881 1.729
45 C 3.052 -2.259 2.451
46 C 2.970 -3.605 3.082
47 N 2.876 -4.636 3.592
48 H 3.003 -1.488 3.222
49 H 3.990 -2.159 1.906
50 H 2.223 -2.123 1.756
51 C 2.350 0.126 -2.853
52 C 2.692 -0.457 -1.503
53 N 2.956 -0.913 -0.471
54 H 1.293 -0.024 -3.056
55 H 2.572 1.191 -2.855
56 H 2.935 -0.364 -3.605
57 C 1.991 1.630 -7.246
58 C 2.117 0.963 -5.923
59 N 2.217 0.442 -4.892
60 H 1.340 1.044 -7.896
61 H 1.565 2.626 -7.120
62 H 2.973 1.719 -7.712
63 C -5.010 4.560 -3.098
64 C -5.377 3.382 -3.930
65 N -5.662 2.468 -4.575
66 H -5.896 5.161 -2.893
67 H -4.581 4.227 -2.153
68 H -4.277 5.173 -3.624
69 C -3.592 8.452 -1.834
70 C -3.746 7.169 -1.096
71 N -3.868 6.174 -0.523
72 H -3.623 9.288 -1.135
73 H -2.638 8.464 -2.361
74 H -4.400 8.563 -2.558
75 C 6.078 -4.872 1.447
76 C 7.497 -5.214 1.157
77 N 8.596 -5.479 0.931
78 H 5.986 -3.803 1.641
79 H 5.451 -5.134 0.595
80 H 5.735 -5.423 2.324

Output
- HOMO-LUMO gap: 6.73 eV
- Energy relative to the best compared isomer or geometry (same formula, charge and spin): 0.0 kcal per mole
- Total charge: +1

Record 9
The molecule C3H5N at a distorted geometry. Source: OMol25; level of theory: ωB97M-V/def2-TZVPD.

Atoms and positions in Å:
1 C 0.429 1.757 -1.107
2 C -0.078 0.680 -0.787
3 C -0.499 -0.634 -0.230
4 N -0.151 -0.476 1.189
5 H 1.182 2.616 -1.278
6 H 0.138 -1.454 -0.604
7 H -1.625 -0.825 -0.311
8 H 0.810 -0.288 1.334
9 H -0.205 -1.376 1.794

Output
- SMILES: C#CCN
- HOMO-LUMO gap: 10.58 eV
- Energy relative to the best compared isomer or geometry (same formula, charge and spin): 60.3 kcal per mole

Record 10
The ion C4H8N with charge +1. Source: OMol25; level of theory: ωB97M-V/def2-TZVPD.

Atoms and positions in Å:
1 C -1.854 -1.548 -0.913
2 N -0.660 -1.195 -0.640
3 C -0.260 0.100 -0.166
4 C 0.944 0.266 0.343
5 C 1.395 1.576 0.906
6 H -2.097 -2.556 -1.219
7 H -2.670 -0.842 -0.849
8 H 0.067 -1.896 -0.772
9 H -1.026 0.861 -0.311
10 H 1.629 -0.567 0.413
11 H 1.182 2.405 0.238
12 H 0.892 1.787 1.855
13 H 2.458 1.609 1.116

Output
- SMILES: C=[NH+]/C=C/C
- HOMO-LUMO gap: 9.39 eV
- Energy relative to the best compared isomer or geometry (same formula, charge and spin): 0.6 kcal per mole
- Total charge: +1

no.,molecular weight (g/mol),electronic energy (eV)
1,103.068,-20473.6335
2,770.106,-134762.4436
3,968.567,-189514.5475
4,385.141,-86722.2323
5,487.888,-30274.6441
6,466.603,-49455.4971
7,220.056,-32871.6275
8,615.585,-50741.5207
9,55.080,-4679.2434
10,70.115,-5759.8378